Entry from OMol25: an isolated molecule of C18H34N2O2 (ωB97M-V/def2-TZVPD).

Output
2S+1 ... 1
Total energy ... -966.27959 Eh
HOMO energy ... -8.802 eV
LUMO level ... 0.75 eV
F_max ... 0.67 eV/Å
Orbital gap ... 9.550 eV
SMILES string ... CCCCC[C@H]1CC[C@H](C(=O)NCCN2CCOCC2)CC1

Each line ends with the natural charge from an NBO analysis.
Atoms and positions in Å:
C 7.15324 -0.15970 -1.38559  -0.598
C 6.07042 -0.69725 -0.45763  -0.396
C 5.37848 0.42807 0.30805  -0.396
C 4.38243 -0.06969 1.35633  -0.390
H 3.98799 0.79305 1.89785  0.196
C 3.21943 -0.90173 0.80921  -0.403
H 2.59157 -1.18880 1.65384  0.198
H 3.61647 -1.82463 0.38121  0.203
C 2.36613 -0.21326 -0.26358  -0.221
C 1.70564 1.08583 0.20565  -0.401
C 0.63589 0.83770 1.26412  -0.394
H 0.20229 1.79269 1.57122  0.206
C -0.45886 -0.09475 0.72920  -0.310
C -1.28522 0.59660 -0.35142  0.705
O -1.29861 0.27433 -1.52178  -0.651
N -2.00690 1.64548 0.11578  -0.615
H -2.08592 1.77173 1.11231  0.389
C -3.00559 2.30288 -0.69028  -0.237
H -2.83021 1.98857 -1.72039  0.233
H -2.87890 3.38884 -0.62822  0.199
C -4.42347 1.93562 -0.23032  -0.218
N -4.55150 0.51033 0.00422  -0.449
C -4.52055 -0.28137 -1.21684  -0.274
C -4.53882 -1.76239 -0.84558  -0.070
H -4.57494 -2.38291 -1.74182  0.196
O -5.67698 -2.09712 -0.08413  -0.523
C -5.73016 -1.31514 1.08249  -0.071
C -5.74949 0.17841 0.75511  -0.245
H -5.76241 0.75266 1.68488  0.199
H -6.66566 0.41117 0.18325  0.167
H -6.64069 -1.60641 1.60937  0.192
H -4.85516 -1.52963 1.71579  0.162
H -3.62706 -1.99630 -0.27565  0.164
H -3.60242 -0.07420 -1.76479  0.236
H -5.38815 -0.05288 -1.86121  0.165
H -5.15022 2.30972 -0.97281  0.176
H -4.62589 2.43842 0.72095  0.189
C 0.15906 -1.39857 0.21767  -0.399
C 1.27628 -1.15089 -0.79336  -0.395
H 0.83226 -0.70655 -1.68426  0.231
H 1.71797 -2.10807 -1.07975  0.201
H 0.54130 -1.96477 1.06969  0.200
H -0.61947 -1.99687 -0.26005  0.221
H -1.15215 -0.33240 1.54676  0.219
H 1.08754 0.38245 2.14764  0.203
H 1.23719 1.56321 -0.65843  0.209
H 2.45587 1.77461 0.59715  0.207
H 3.02443 0.02993 -1.10430  0.203
H 4.92159 -0.68481 2.08243  0.200
H 6.14082 1.02206 0.81985  0.199
H 4.87457 1.08969 -0.39877  0.194
H 6.51663 -1.39587 0.25429  0.193
H 5.33654 -1.24640 -1.04943  0.195
H 6.72538 0.53007 -2.11018  0.201
H 7.63268 -0.97185 -1.92737  0.207
H 7.91530 0.37108 -0.81838  0.199

***

Entry from OMol25: an isolated molecule of C18H34N2O6S (ωB97M-V/def2-TZVPD).

Output
2S+1 ... 1
Total energy ... -1665.44189 Eh
HOMO energy ... -8.715 eV
LUMO level ... 0.39 eV
F_max ... 0.89 eV/Å
Orbital gap ... 9.105 eV
SMILES string ... CCC[C@@H]1C[C@@H](C(=O)N[C@H]([C@H]2O[C@H](SC)[C@H](O)[C@@H](O)[C@H]2O)[C@H](C)O)N(C)C1

Each line ends with the natural charge from an NBO analysis.
Atoms and positions in Å:
C 4.33488 2.83866 -1.60556  -0.599
C 3.21455 1.93448 -1.10666  -0.392
C 3.75711 0.63047 -0.52501  -0.399
C 2.65484 -0.28505 -0.00366  -0.178
C 3.16222 -1.64679 0.46744  -0.218
N 2.04754 -2.15793 1.24212  -0.451
C 2.34637 -3.31562 2.04759  -0.403
H 2.69329 -4.11862 1.39813  0.202
H 1.43772 -3.64061 2.55242  0.206
H 3.12052 -3.11929 2.80632  0.168
C 1.48187 -1.04090 1.98921  -0.133
C -0.04534 -1.07980 1.98798  0.709
O -0.68736 -0.56974 2.89224  -0.671
N -0.54359 -1.72235 0.92032  -0.627
H 0.16736 -1.99958 0.25121  0.440
C -1.89067 -1.65328 0.39601  -0.073
H -2.00065 -2.50085 -0.28802  0.211
C -2.07097 -0.35644 -0.42692  0.062
H -3.14408 -0.12583 -0.51097  0.212
C -1.52356 -0.50675 -1.85408  0.064
O -0.21117 -1.00983 -1.84296  -0.744
H 0.21082 -0.68330 -2.65484  0.494
C -1.54077 0.84587 -2.59983  0.040
O -0.82019 0.70694 -3.80696  -0.723
H -1.38566 0.31131 -4.47845  0.479
H -2.57550 1.16385 -2.78521  0.186
C -0.84561 1.91541 -1.74118  0.045
O -0.84890 3.17892 -2.32788  -0.696
H -1.75976 3.49938 -2.38162  0.474
H 0.21018 1.64220 -1.63173  0.201
C -1.49770 1.91918 -0.34980  -0.012
O -1.43068 0.68958 0.27446  -0.541
H -0.98376 2.62737 0.30782  0.216
S -3.23890 2.53402 -0.50548  0.091
C -3.66994 2.54701 1.25239  -0.736
H -3.59232 1.53463 1.64212  0.261
H -4.69281 2.90316 1.31480  0.229
H -3.00026 3.22372 1.77563  0.213
H -2.17948 -1.21508 -2.39452  0.162
C -2.97704 -1.78802 1.49835  0.115
O -3.23388 -0.57651 2.14564  -0.762
H -2.38666 -0.32655 2.57955  0.511
C -4.28746 -2.30530 0.90980  -0.622
H -5.02668 -2.36456 1.70344  0.226
H -4.15001 -3.29098 0.47473  0.204
H -4.66054 -1.62388 0.14988  0.201
H -2.59878 -2.53030 2.22124  0.169
H 1.81555 -1.02386 3.03779  0.202
C 1.94322 0.23563 1.25187  -0.411
H 1.09601 0.87578 1.01234  0.228
H 2.63725 0.80110 1.87455  0.210
H 3.38436 -2.32877 -0.35607  0.200
H 4.07455 -1.52653 1.07750  0.158
H 1.91338 -0.45049 -0.78971  0.209
H 4.31790 0.10118 -1.29988  0.199
H 4.45302 0.85881 0.28654  0.193
H 2.63776 2.46196 -0.34489  0.196
H 2.54230 1.70841 -1.93738  0.194
H 3.92517 3.75434 -2.02435  0.212
H 5.00558 3.10267 -0.79062  0.200
H 4.91533 2.33733 -2.37718  0.200